Record 1
# C45H41INOPtTe

C45H41INOPtTe as an isolated structure at a distorted geometry (ωB97M-V with the def2-TZVPD basis set, the OMol25 dataset).

The geometry in XYZ format:
```
91
Properties=species:S:1:pos:R:3
H 3.758 -0.602 -1.375
C -3.749 0.916 -3.930
C 5.392 3.694 3.468
H 6.140 2.447 -0.233
Pt -0.023 -1.348 1.023
C 1.800 1.859 -2.677
H 2.784 1.091 5.214
H 4.410 2.438 -0.624
C -1.541 0.215 -3.296
H -0.061 0.287 -4.828
H 2.715 -0.820 -2.762
H -1.634 1.073 -6.579
C 0.330 3.781 -3.412
H -2.810 -6.077 4.981
C -2.441 -4.954 1.784
I -0.355 -1.679 3.907
H 1.873 0.768 3.732
H 1.180 -4.491 -0.089
C -5.144 0.118 0.119
H 4.130 3.351 5.158
C 0.923 2.880 -2.359
H 1.467 2.708 2.028
O 3.768 -2.830 -0.594
C 1.080 2.228 -0.027
H 6.300 5.648 3.608
C -5.671 -0.628 -2.099
C -1.315 -3.519 3.368
H -4.771 1.163 -3.675
H -5.368 -0.870 -3.109
C 2.396 1.539 4.294
C -1.142 -3.050 0.894
H -0.117 3.839 -0.759
H 5.182 0.962 -0.063
C -1.623 -3.793 2.010
H 2.083 1.706 -3.715
C -1.103 0.451 -4.584
C -2.408 -4.511 -0.585
H -2.713 -4.760 -1.595
H 6.472 3.783 1.620
C 6.270 4.706 4.162
C -2.890 0.412 -2.935
C -2.834 -5.274 0.469
C 4.832 2.400 1.490
H -3.988 1.535 -5.966
H 0.120 1.590 1.771
Te 2.689 -0.129 1.171
H 4.033 0.357 -2.840
H 0.773 3.588 -4.390
C -2.376 -0.017 -0.571
H -7.670 -1.334 -2.400
C -3.302 1.147 -5.220
H -4.424 0.507 0.828
C -3.327 0.140 -1.572
H 0.488 4.832 -3.156
H -3.460 -6.632 2.670
C -1.980 0.902 -5.567
H -1.206 -2.848 -1.221
H -1.484 -4.011 5.424
C 5.166 2.046 0.060
C 1.730 -4.045 -0.920
C -1.546 -0.249 0.324
H 5.902 4.915 5.168
H 7.298 4.344 4.248
C -1.556 -3.418 -0.371
C 5.632 3.330 2.146
H -0.848 -0.129 -2.536
H 2.415 -4.778 -1.348
C -2.507 -5.441 4.157
N 1.815 -1.852 0.111
C 1.965 1.182 -0.364
C -4.723 -0.098 -1.206
C 2.523 -2.833 -0.427
H 1.667 2.303 4.583
H 1.004 -3.736 -1.674
C -6.965 -0.910 -1.692
C -6.436 -0.167 0.520
C 3.520 2.146 3.480
H -0.746 3.614 -3.492
H -0.086 3.313 1.414
H -3.484 -6.128 0.312
C -1.748 -4.288 4.413
H -8.372 -0.913 -0.062
C -2.853 -5.756 2.873
H -6.726 0.002 1.551
C 0.582 3.050 -1.026
C 0.620 2.480 1.382
C -7.364 -0.678 -0.383
C 4.333 3.088 4.120
C 2.328 1.004 -1.705
C 3.267 -0.072 -2.186
C 3.736 1.790 2.140
```

Properties
* charge: -2
* frontier orbital gap (alpha / beta): 4.97 / 5.16 eV
* calculated total energy: -2554.31275 Eh
* relative energy (zero: lowest compared OMol25 entry of this formula, charge and spin): 157.5 kJ/mol
* multiplicity: 2
* ⟨S²⟩: 0.789
* molar mass: 1061.41 g/mol


Record 2
# C5H12NO

An isolated ion of composition C5H12NO and charge +1 at a distorted geometry (ωB97M-V with the def2-TZVPD basis set, the OMol25 dataset).

The geometry in XYZ format:
```
19
Properties=species:S:1:pos:R:3
C -0.585 1.601 -0.883
H 0.787 1.596 1.547
O -0.945 -0.771 -0.284
H -2.012 -1.959 1.274
C 0.606 0.601 1.142
H -1.600 1.522 -1.271
H -0.459 2.507 -0.307
H 0.493 -0.145 1.837
H 1.485 -1.785 0.232
N -0.465 0.564 0.037
H 0.117 1.596 -1.764
H 3.057 -0.785 -0.177
H -2.633 -0.278 0.782
C 1.676 0.343 0.137
H -2.651 -1.602 -0.313
C -2.113 -1.193 0.477
C 2.044 -0.895 -0.367
H 1.946 -0.993 -1.524
H 1.965 1.206 -0.436
```

Properties
* charge: +1
* frontier orbital gap (alpha / beta): 8.43 / 8.43 eV
* calculated total energy: -327.25737 Eh
* relative energy (zero: lowest compared OMol25 entry of this formula, charge and spin): 530.9 kJ/mol
* multiplicity: 1
* molar mass: 102.16 g/mol